The following is a quantum chemistry calculation of a gas-phase ion, CH2NO2S2 (charge -1), from the OMol25 dataset.

```
8
Properties=species:S:1:pos:R:3:forces:R:3:mulliken_charge:R:1
C -0.54574 0.37655 0.20617 -0.60 0.54 0.46 0.18
N -0.59804 -0.92982 0.45419 2.57 -0.27 -0.56 -0.47
O 1.79426 -0.30981 -0.26290 0.84 -0.30 -0.73 -0.69
O 0.63450 0.98395 -2.13871 0.39 -0.44 -0.21 -0.59
S -1.68791 1.34254 0.88045 -0.35 1.04 -0.11 -0.51
S 1.10484 0.93093 -0.74309 -1.43 -0.03 1.07 0.50
H -1.12914 -1.15120 1.28492 0.05 -0.31 -0.19 0.24
H 0.42723 -1.24313 0.31897 -1.48 -0.23 0.25 0.35
```
Forces are in eV/Å.

Values from the calculation:
ΔE to the lowest compared entry with this formula, charge and spin in kJ/mol: 0.3
Highest occupied orbital energy in eV: -3.70
E_LUMO in eV: 3.627
Charge: -1
DFT total energy in eV: -28325.993
SMILES string: NC([S-])=S(=O)=O
Frontier orbital gap in eV: 7.33



The following is a quantum chemistry calculation of 2 unconnected molecules or ions with the total composition C4H8O2, from the OMol25 dataset.

```
14
Properties=species:S:1:pos:R:3:forces:R:3:mulliken_charge:R:1
C -1.19740 0.02813 -1.64178 0.11 0.07 0.09 -0.61
C -0.19479 0.51708 -0.92223 -0.17 0.00 -0.15 -0.60
O -0.13697 1.57093 1.28388 -0.14 0.19 0.11 -0.46
C 1.07481 0.80562 1.30720 0.28 -0.09 0.05 -0.61
C -0.10233 0.35973 0.55491 0.10 -0.03 -0.24 1.21
O -0.90577 -0.65754 1.02582 -0.06 0.10 0.24 -0.49
H -1.98906 -0.54769 -1.17192 0.13 0.05 -0.08 0.25
H -1.25774 0.19552 -2.71285 0.04 -0.02 0.15 0.27
H 0.63553 -2.06602 -0.89646 0.10 -0.06 0.05 -0.16
H 0.60120 1.10135 -1.37918 -0.15 -0.04 0.07 0.23
H 1.29459 0.33578 2.26623 -0.02 0.01 -0.16 0.23
H 1.92877 1.26439 0.80848 -0.15 -0.08 0.03 0.25
H 1.20679 -2.34153 -0.50870 0.00 -0.05 -0.04 0.17
H -0.95765 -0.56574 1.98661 -0.05 -0.04 -0.13 0.32
```
Forces are in eV/Å.

Values from the calculation:
ΔE to the lowest compared entry with this formula, charge and spin in kJ/mol: 328.1
Highest occupied orbital energy in eV: -9.85
E_LUMO in eV: 0.942
DFT total energy in eV: -8369.881
SMILES string: C=C[C@@]1(O)CO1.[H][H]
Frontier orbital gap in eV: 10.79



The following is a quantum chemistry calculation of C4H6N2 in the gas phase, from the OMol25 dataset.

```
12
Properties=species:S:1:pos:R:3:forces:R:3:mulliken_charge:R:1
C -1.87265 -0.15034 -0.08317 -1.66 1.47 -1.29 -0.87
C -0.46639 0.02699 0.21171 6.06 -1.59 -3.90 0.40
C 1.62893 -0.90000 0.00888 -2.67 1.97 -0.90 -0.07
C 1.75431 0.54211 -0.11909 -3.40 -3.84 0.70 -0.58
H -2.10220 -0.47024 0.89116 -1.92 -1.07 1.00 0.25
H -1.95090 -0.96889 -0.87859 -0.30 1.37 1.31 0.28
H -2.48410 0.80587 -0.30367 1.09 -1.60 0.20 0.28
H 2.15277 -1.91481 -0.03777 0.22 2.40 -0.02 0.36
H 2.55114 1.09259 0.13380 2.76 2.24 0.31 0.40
H 0.08701 1.97356 0.17061 0.58 1.52 -0.03 0.22
N 0.26679 -1.11184 0.03073 -0.84 0.08 1.80 -0.56
N 0.43531 1.07499 -0.02461 0.05 -2.94 0.82 -0.08
```
Forces are in eV/Å.

Values from the calculation:
ΔE to the lowest compared entry with this formula, charge and spin in kJ/mol: 204.9
Highest occupied orbital energy in eV: -8.35
E_LUMO in eV: 0.887
DFT total energy in eV: -7223.467
SMILES string: Cc1ncc[nH]1
Frontier orbital gap in eV: 9.23



The following is a quantum chemistry calculation of 11 unconnected molecules or ions with the total composition C31H84O11, from the OMol25 dataset.

```
126
Properties=species:S:1:pos:R:3:forces:R:3:mulliken_charge:R:1
C 1.37036 -2.41838 1.83852 -2.21 -1.01 -0.69 -0.94
O 1.64808 -1.04801 1.65276 0.60 0.49 1.70 -0.70
H 0.54589 -2.71346 1.13476 0.93 0.28 0.16 0.15
H 0.89119 -2.73306 2.79412 0.84 0.65 -0.06 0.27
H 2.26528 -2.95093 1.61006 0.49 -0.92 0.07 0.55
H 2.34675 -0.86617 2.32878 -0.70 0.41 -1.10 0.23
C -1.57507 -0.01801 5.22705 -0.52 0.60 -0.10 -1.84
C -0.83198 0.25216 3.89557 -6.64 -4.72 -0.09 1.16
C -1.77829 0.88720 2.95006 -1.61 -0.65 -0.50 -0.59
O 0.12035 1.06565 4.07982 6.73 3.82 1.23 -0.41
H -2.31268 -0.81857 5.20293 -0.18 0.13 -0.23 0.30
H -2.01212 0.92187 5.64527 0.14 -0.64 -0.52 0.34
H -0.83694 -0.31467 5.92325 0.89 -0.46 1.03 0.50
H -0.44175 -0.73808 3.56259 -0.59 0.25 -0.39 -0.30
H -2.21784 1.78030 3.36996 0.12 0.45 0.28 0.50
H -2.63488 0.27470 2.66764 0.05 -0.29 0.20 0.33
H -1.30855 1.13092 2.03905 0.76 0.46 -1.14 -0.54
H 0.81498 0.45250 4.34153 0.97 1.15 0.36 0.54
C 4.74389 -0.32969 0.70392 1.48 -1.74 -0.72 -0.73
C 5.97102 -0.36226 1.61085 -0.78 4.35 -5.49 0.40
C 6.48474 1.08311 1.70220 0.45 0.66 0.56 -1.46
O 5.66944 -0.79542 2.76475 -1.08 -1.92 7.64 -0.50
H 5.23427 -0.20802 -0.25391 -0.47 0.15 -0.75 0.55
H 4.02008 0.45821 0.83168 -0.16 0.04 0.48 -0.05
H 4.34693 -1.35868 0.70474 -0.47 0.53 -0.06 0.06
H 6.70788 -1.01193 1.22749 1.25 -0.55 -1.57 0.29
H 5.81654 1.80654 2.26010 0.37 -1.19 -0.45 0.31
H 6.62933 1.51222 0.72080 0.29 0.11 -0.30 0.37
H 7.45242 1.07258 2.23766 -0.16 0.21 -0.23 0.50
H 6.40186 -0.43365 3.29161 -0.67 -0.74 0.91 0.37
C 2.67717 -2.93462 -1.68956 0.25 0.78 0.88 -0.06
C 3.37503 -4.21891 -2.08851 -4.03 2.43 -6.20 0.04
C 4.26064 -4.04490 -3.34277 -0.65 1.36 -0.92 -1.40
O 3.94017 -4.90173 -1.18940 3.12 -4.79 6.21 -0.48
H 2.09573 -2.96959 -0.74391 0.54 -0.35 -0.47 -0.12
H 1.97398 -2.59390 -2.44033 0.10 -0.18 -0.26 -0.23
H 3.41668 -2.15208 -1.60270 0.28 0.46 0.30 0.39
H 2.49845 -4.82314 -2.44661 0.32 0.29 -0.44 0.31
H 3.51813 -3.64596 -4.03311 -0.04 -0.61 -0.89 0.29
H 4.72992 -4.97383 -3.69004 -0.40 0.17 0.08 0.35
H 4.99732 -3.22250 -3.46795 0.01 -0.46 1.22 0.30
H 3.66856 -5.83473 -1.30946 0.69 0.89 0.56 0.45
C 3.36630 4.82660 2.90695 -0.67 0.78 0.41 -1.74
C 2.63473 3.48225 3.17411 -0.79 3.72 -4.59 0.72
C 2.74072 2.75204 1.91152 -0.28 -0.05 -1.84 -0.96
O 3.26974 2.78427 4.03213 3.71 -4.32 4.79 -0.51
H 3.04757 5.60087 3.61847 0.07 0.04 -0.26 0.39
H 3.34121 5.21880 1.87823 -0.59 -0.12 0.39 0.33
H 4.41277 4.65845 3.06851 0.72 -0.27 0.30 0.53
H 1.64293 3.56382 3.51760 -1.87 0.84 -0.20 0.07
H 2.17479 1.84505 1.93414 -0.37 -0.74 -0.18 0.05
H 3.79184 2.53998 1.66995 -0.27 0.08 0.18 0.21
H 2.36210 3.43355 1.15992 -0.30 -0.36 -0.66 0.35
H 3.44355 3.33842 4.76559 0.48 0.39 1.64 0.37
C -5.37142 -1.53542 -5.27618 0.57 -0.53 -1.12 -1.57
C -4.01051 -1.53874 -4.56828 1.76 0.36 -6.03 1.13
C -3.11596 -0.32531 -4.82730 1.30 0.67 -1.21 -0.90
O -4.11387 -1.64481 -3.30945 -1.88 -0.40 7.96 -0.58
H -5.97343 -0.69112 -5.06827 -0.12 1.58 0.28 0.39
H -6.06366 -2.30007 -4.94840 0.43 -0.88 0.09 0.39
H -5.25329 -1.59682 -6.38667 -0.03 -0.04 0.88 0.33
H -3.40050 -2.40901 -4.87408 -0.25 -0.19 -1.16 -0.08
H -2.24595 -0.34388 -4.17311 0.03 -0.52 0.46 0.05
H -3.55911 0.62047 -4.56857 -0.73 0.44 -0.13 0.17
H -2.57857 -0.21715 -5.79224 -0.94 -0.23 -0.03 0.36
H -3.29119 -1.41733 -2.84657 -0.11 -0.36 -0.09 -0.39
C 2.03556 0.74194 -1.27600 0.78 0.95 1.74 -1.30
C 0.51101 0.64609 -0.98013 1.75 8.06 -2.96 1.39
C -0.28709 1.12922 -2.20802 -0.50 -2.07 -0.14 -2.04
O 0.18564 -0.50524 -0.61650 -2.09 -8.33 2.61 2.30
H 2.67391 -0.16792 -1.16061 -0.96 0.61 0.76 -0.31
H 2.49777 1.64501 -0.81128 -0.18 -0.92 0.58 0.21
H 2.27151 1.00923 -2.24206 -0.24 0.37 -2.85 0.63
H 0.14176 1.31773 -0.20674 0.84 0.96 0.51 -0.43
H -1.36665 0.93432 -2.21194 0.22 -0.11 0.63 0.01
H 0.04748 0.56503 -3.06003 0.40 -0.06 -0.71 0.62
H -0.20555 2.15165 -2.40205 0.60 1.70 -0.19 0.57
H 0.59995 -0.64945 0.25645 -0.14 -0.55 -0.11 -1.17
C -1.82232 -4.02234 -2.59290 1.21 0.75 0.33 -1.54
C -0.86882 -2.73502 -2.47725 2.37 -7.68 -1.87 1.15
C -0.15126 -2.47080 -3.74589 1.24 -1.10 -2.30 -2.06
O -1.54151 -1.76127 -2.08714 -5.65 8.39 2.90 2.31
H -1.16930 -4.91324 -2.59422 -0.49 0.20 0.11 0.44
H -2.35342 -3.98361 -3.55066 -0.12 0.02 0.31 0.33
H -2.52461 -4.02110 -1.72323 0.50 -0.28 -0.92 0.31
H -0.19947 -2.86163 -1.62920 1.37 -1.42 -0.39 0.44
H 0.55190 -3.28430 -3.96801 0.06 -0.01 0.18 0.46
H 0.45023 -1.58828 -3.66983 0.38 0.73 0.11 0.45
H -0.69582 -2.39577 -4.72465 -0.37 0.08 1.22 0.19
H -0.94216 -1.15049 -1.58011 -0.76 -0.23 -0.22 -1.01
C -4.13562 2.57272 -1.93201 0.10 0.44 0.68 -2.25
C -3.84019 1.21983 -1.26093 6.54 4.73 -2.48 2.17
C -2.86917 1.35134 -0.10146 0.89 -2.00 -1.27 -0.03
O -4.87876 0.69243 -0.85515 -9.82 -4.60 4.10 -0.51
H -4.59825 2.31400 -2.83535 -0.83 -0.06 -1.60 0.59
H -3.23039 3.10699 -2.15691 0.46 0.42 -0.13 0.29
H -4.85326 3.25832 -1.40661 0.75 -0.79 0.07 0.38
H -3.49477 0.50085 -2.04457 0.62 0.84 0.27 -1.42
H -1.99421 1.88990 -0.38311 0.53 0.66 0.15 -0.85
H -2.54808 0.28411 -0.02610 -0.04 0.86 1.02 -0.12
H -3.34433 1.75693 0.78256 -0.04 0.03 0.20 1.16
H -5.25253 1.05909 -0.01933 0.56 -0.23 -1.01 0.50
C -0.99630 4.30571 0.38990 -1.72 1.32 -2.11 -1.34
C -1.07199 4.34311 1.87294 6.58 1.63 -1.25 1.88
C -0.38910 5.62252 2.43516 2.16 -1.61 -0.82 -1.85
O -2.26411 4.24468 2.28250 -8.90 0.51 3.39 -0.61
H -0.33172 3.55752 -0.01860 0.16 0.08 -0.22 0.10
H -0.94521 5.29416 -0.13358 1.34 -0.33 0.79 0.40
H -2.01950 4.20298 -0.00751 0.08 -1.28 0.33 0.40
H -0.69558 3.46417 2.31616 2.73 -1.22 -0.06 -0.58
H 0.56107 5.80248 1.86910 -0.64 -0.07 0.55 0.28
H -0.11270 5.48915 3.47784 -0.13 0.13 0.27 0.46
H -1.00462 6.46501 2.29727 -0.96 1.03 -0.14 0.51
H -2.22524 4.29189 3.25953 -0.61 -0.09 -0.74 0.47
C -3.71456 -1.89225 0.75655 -2.52 1.60 0.38 -1.32
C -2.35180 -2.26196 1.16157 -0.79 4.65 4.51 2.73
C -2.34669 -2.85479 2.53527 -2.80 1.27 1.22 -1.64
O -1.79904 -3.13339 0.44703 3.75 -6.17 -6.14 -0.77
H -4.38762 -2.72050 1.03572 0.07 0.09 -0.71 0.46
H -3.87153 -1.50872 -0.28457 0.28 -0.78 0.78 0.08
H -4.08324 -1.05204 1.40898 0.36 -0.55 -0.53 0.24
H -1.68079 -1.38391 1.18146 -0.34 0.69 0.30 -0.86
H -1.42860 -3.18264 2.91569 1.57 -0.18 0.33 0.27
H -3.02632 -3.70425 2.56002 -0.05 -0.25 -0.15 0.51
H -2.81875 -2.10176 3.19664 0.47 -0.42 0.17 0.14
H -1.72898 -2.83141 -0.47336 -0.21 -0.12 0.33 -0.43
```
Forces are in eV/Å.

Values from the calculation:
ΔE to the lowest compared entry with this formula, charge and spin in kJ/mol: 1090.5
Highest occupied orbital energy in eV: -9.02
E_LUMO in eV: 0.393
DFT total energy in eV: -56020.617
SMILES string: CC(C)O.CC(C)O.CC(C)O.CC(C)O.CC(C)O.CC(C)O.CC(C)O.CC(C)O.CC(C)O.CC(C)O.CO
Frontier orbital gap in eV: 9.41



Among the records above, which one has the lowest E_LUMO?
C31H84O11



Please write out number 1 again, unchanged.
The following is a quantum chemistry calculation of a gas-phase ion, CH2NO2S2 (charge -1), from the OMol25 dataset.

```
8
Properties=species:S:1:pos:R:3:forces:R:3:mulliken_charge:R:1
C -0.54574 0.37655 0.20617 -0.60 0.54 0.46 0.18
N -0.59804 -0.92982 0.45419 2.57 -0.27 -0.56 -0.47
O 1.79426 -0.30981 -0.26290 0.84 -0.30 -0.73 -0.69
O 0.63450 0.98395 -2.13871 0.39 -0.44 -0.21 -0.59
S -1.68791 1.34254 0.88045 -0.35 1.04 -0.11 -0.51
S 1.10484 0.93093 -0.74309 -1.43 -0.03 1.07 0.50
H -1.12914 -1.15120 1.28492 0.05 -0.31 -0.19 0.24
H 0.42723 -1.24313 0.31897 -1.48 -0.23 0.25 0.35
```
Forces are in eV/Å.

Values from the calculation:
ΔE to the lowest compared entry with this formula, charge and spin in kJ/mol: 0.3
Highest occupied orbital energy in eV: -3.70
E_LUMO in eV: 3.627
Charge: -1
DFT total energy in eV: -28325.993
SMILES string: NC([S-])=S(=O)=O
Frontier orbital gap in eV: 7.33